Below is C24H35BeBrCl3F2MgN5O8 as an isolated structure in a non-equilibrium geometry, with properties calculated with the ωB97M-V functional and the def2-TZVPD basis.

```
80
Properties=species:S:1:pos:R:3:forces:R:3:lowdin_charge:R:1
C 5.87990 -0.82996 3.14489 -0.083 0.318 -0.091 -0.08
C 5.48858 0.36470 3.72130 0.200 -0.512 -0.132 -0.07
C 4.99041 1.38450 2.92613 -0.339 0.733 0.567 -0.03
C 4.85013 1.23485 1.56087 0.348 -0.527 -0.082 -0.27
O 4.33278 2.18768 0.69992 -0.397 -0.083 0.312 -0.02
C 3.66274 3.24665 1.30688 0.644 0.252 -0.806 -0.13
N 2.46845 2.82075 2.02676 1.175 0.755 -0.227 -0.01
C 2.03473 3.45523 3.16357 -0.739 -0.578 0.265 0.00
C 0.93967 2.75727 3.55849 0.349 0.617 0.490 0.02
N 0.75586 1.75589 2.65899 -0.682 -1.127 -0.185 0.04
C -0.26198 0.72016 2.67282 0.370 0.871 -0.074 -0.29
C -0.86615 0.45608 1.47443 -0.554 -0.980 -0.183 -0.04
C -1.79872 -0.59845 1.47954 0.481 0.209 0.203 -0.01
C -2.02263 -1.24069 2.67497 -0.059 -0.014 -0.212 -0.03
C -1.34316 -0.82494 3.81017 -0.610 -0.710 0.723 -0.11
N -0.46453 0.15441 3.84412 0.195 0.335 -0.246 0.15
C 1.68772 1.78975 1.72051 0.266 0.740 -0.245 -0.06
C 5.25575 0.04393 0.97548 -0.206 0.311 -0.101 -0.04
C 5.75508 -0.96278 1.77221 0.333 -0.554 -0.262 -0.08
H 6.28477 -1.63363 3.73721 -0.020 -0.095 0.093 0.11
H 5.57075 0.47578 4.79181 -0.048 0.233 0.075 0.10
H 4.69468 2.29516 3.42946 -0.070 0.097 -0.047 0.09
H 4.33973 3.78339 1.96991 -0.296 0.021 0.438 0.14
H 3.39185 3.93652 0.51215 -0.138 -0.097 -0.142 0.15
H 2.50445 4.29747 3.64146 0.297 0.019 -0.214 0.12
H 0.32879 2.92149 4.42377 -0.268 -0.252 -0.015 0.14
H -0.59308 0.98142 0.57308 -0.215 0.142 -0.106 0.08
H -2.29225 -0.94014 0.58725 0.003 0.131 -0.182 0.09
H -2.69602 -2.07922 2.74984 -0.075 -0.073 0.010 0.11
H -1.54334 -1.34441 4.73724 0.121 -0.012 0.095 0.12
H 1.82242 1.08188 0.86100 -0.161 0.862 0.944 -0.02
H 5.15374 -0.05899 -0.09390 0.028 -0.119 -0.101 0.09
H 6.07078 -1.88637 1.30594 -0.030 -0.039 -0.054 0.11
C -4.85668 0.13627 -2.09958 -0.039 -0.303 0.807 0.00
C -3.44485 -0.10582 -1.62781 -3.455 1.886 1.022 -0.85
O -2.86666 0.85517 -1.06414 -0.667 -1.128 -0.265 -0.16
O -2.92074 -1.24544 -1.86103 1.323 1.451 -0.345 -0.15
H -5.18144 1.14549 -1.86821 0.200 0.036 0.092 0.09
H -4.89948 -0.01632 -3.17699 0.006 -0.243 0.131 0.07
H -5.55417 -0.57037 -1.63155 0.060 0.028 -0.474 0.07
C -4.80837 -3.39157 -6.78632 0.930 1.570 -0.089 -0.11
C -5.85771 -2.40499 -6.31957 -0.548 -0.922 0.282 -0.44
C -5.37962 -0.94711 -6.33828 0.104 0.432 0.260 -0.19
O -4.53074 -0.72665 -5.27119 0.502 0.478 -0.360 -0.17
C -3.16968 -1.10572 -5.47253 -0.389 0.753 0.076 -0.09
N -6.30241 -2.84595 -4.99769 -0.082 0.075 -1.111 0.10
H -4.03588 -3.58963 -6.04377 -0.066 -0.175 0.036 0.10
H -5.29722 -4.34738 -6.97865 1.198 0.199 -0.318 -0.16
H -4.31959 -3.07701 -7.70855 -0.038 -0.192 -0.099 0.11
H -6.71809 -2.47605 -7.00109 0.032 0.211 0.010 0.12
H -6.25102 -0.30292 -6.19534 -0.065 -0.138 0.135 0.14
H -4.92788 -0.65907 -7.29715 0.088 -0.257 -0.006 0.13
H -2.82312 -0.90111 -6.48962 -0.146 -0.068 -0.037 0.10
H -3.00152 -2.17069 -5.22743 0.515 -0.234 0.195 0.06
H -2.57398 -0.52809 -4.77630 -0.004 -0.166 0.071 0.04
H -7.08244 -2.27210 -4.68538 -0.252 -0.074 0.612 0.07
H -5.56685 -2.63212 -4.32386 -0.143 -0.245 0.271 0.10
Be 1.91726 -0.80161 0.36789 -0.077 -1.084 -0.148 0.54
F -7.06412 -1.23433 -2.59535 -0.329 -0.500 -0.745 -0.56
C 4.66061 4.31170 7.44649 -0.019 0.091 -0.003 -0.08
C 3.92585 3.94175 6.17395 0.366 0.051 0.017 -0.32
O 4.13311 4.92404 5.15127 -0.194 -0.127 -0.096 -0.11
H 4.32676 5.28405 7.80861 -0.059 -0.025 0.016 0.08
H 4.49059 3.56873 8.22600 0.025 -0.008 -0.005 0.08
H 5.73530 4.38468 7.26439 0.009 -0.096 0.016 0.08
H 2.85292 3.88896 6.35315 -0.021 0.045 -0.105 0.11
H 4.26295 2.96614 5.80665 -0.115 -0.069 0.076 0.10
H 5.07919 4.96969 4.98068 0.017 0.085 0.035 0.09
Br -1.23568 -0.04324 -2.32678 3.014 -1.345 -0.807 0.88
C 3.88465 -1.25451 -3.70319 -0.147 -0.007 -0.288 -1.53
Cl 4.85659 0.05926 -4.37284 0.047 -0.001 0.049 0.52
Cl 3.10409 -0.74166 -2.18450 0.144 -0.032 -0.154 0.39
Cl 2.67763 -1.80239 -4.85453 0.002 0.011 0.094 0.56
H 4.54363 -2.08176 -3.47611 0.010 0.022 0.059 0.01
Mg -6.56928 -5.38275 -6.96413 -1.460 -0.721 0.853 0.99
F -1.29810 -2.55788 -4.86324 -0.160 -0.282 -0.243 -0.51
N -1.57233 -4.49849 3.14707 -0.079 0.032 -0.041 -0.64
O -1.78291 -5.16619 2.12633 0.017 -0.044 -0.028 0.00
O -0.53911 -3.80994 3.23902 0.175 0.078 0.007 -0.04
O -2.40140 -4.49048 4.07294 -0.052 0.079 0.034 -0.02
```
Forces are in eV/Å.

**Electronic energy**: -6179.5972 a.u.
**Spin multiplicity**: 1
**HOMO**: -0.252 hartree
**F_max**: 4.1 eV/Å
**LUMO energy**: -5.46 eV